(1)
{"formula": "C16H34OP2Sr", "method": "ωB97M-V/def2-TZVPD", "elements": ["P", "P", "C", "C", "H", "H", "H", "H", "C", "H", "H", "H", "C", "H", "H", "H", "C", "H", "H", "H", "C", "H", "H", "H", "Sr", "C", "C", "C", "C", "C", "C", "C", "C", "C", "H", "H", "H", "H", "H", "H", "H", "H", "H", "H", "H", "H", "H", "H", "H", "C", "O", "H", "H", "H"], "coordinates": [[-0.6246, 0.5469, 2.4984], [-1.8468, -1.1180, -1.6095], [-0.1543, -0.2065, 0.8868], [-1.0376, 0.0974, -0.3805], [0.3502, -1.2042, 0.9729], [0.7521, 0.3431, 0.6845], [-1.8551, 0.7994, -0.1299], [-0.3795, 0.6742, -1.0623], [-0.4907, -2.3714, -1.7476], [-0.9501, -3.3718, -1.8624], [0.2535, -2.3835, -0.9145], [0.0798, -2.1984, -2.6629], [-1.8977, -0.4115, -3.2875], [-0.9371, -0.4982, -3.8154], [-2.2284, 0.6368, -3.2554], [-2.6400, -0.9906, -3.8662], [0.7941, 0.4013, 3.5881], [0.4647, 0.2804, 4.6312], [1.4150, 1.3015, 3.5197], [1.3815, -0.4792, 3.2979], [-1.1992, 2.2230, 2.2527], [-1.7302, 2.3316, 1.2996], [-0.3609, 2.9297, 2.2705], [-1.8923, 2.5018, 3.0626], [-1.3620, -2.4628, 0.7985], [1.2469, 0.7455, -2.5627], [1.8899, -0.4043, -2.2786], [3.3137, -0.4535, -1.8527], [3.7187, 0.6107, -0.7865], [2.6406, 0.9364, 0.1841], [1.7497, 1.9471, 0.0263], [1.6850, 2.8372, -1.1674], [1.8639, 2.1147, -2.5247], [-1.9339, -0.4476, 3.1982], [0.2727, 0.7317, -3.0790], [1.5522, -1.3273, -2.7443], [3.9241, -0.3123, -2.7657], [3.5704, -1.4487, -1.4632], [4.5795, 0.2160, -0.2160], [4.0538, 1.5297, -1.2791], [2.7170, 0.3973, 1.1382], [1.1960, 2.3340, 0.8973], [2.4851, 3.5929, -1.0261], [0.7342, 3.3970, -1.1835], [1.3740, 2.7315, -3.3022], [2.9218, 2.0638, -2.7992], [-2.8066, -0.5052, 2.5404], [-2.2366, 0.1005, 4.1078], [-1.6179, -1.4512, 3.5040], [-4.6388, -3.4873, 2.0910], [-3.3831, -3.0783, 1.5715], [-4.8719, -4.4492, 1.6226], [-5.3629, -2.7129, 1.8110], [-4.5420, -3.5793, 3.1688]], "lowdin_charge": [0.8372, 0.8032, -0.5034, -0.4165, -0.0517, -0.0066, 0.0529, 0.0361, -0.4008, 0.0356, -0.0340, 0.0154, -0.3052, 0.0250, 0.0503, 0.0481, -0.2146, 0.0573, 0.0560, 0.0380, -0.1891, 0.0568, 0.0512, 0.0619, 0.8487, -0.1360, -0.1202, -0.1767, -0.1795, -0.1244, -0.1605, -0.1844, -0.1785, -0.2478, 0.0724, 0.0794, 0.1225, 0.1009, 0.1155, 0.0996, 0.0975, 0.0807, 0.1225, 0.1085, 0.1163, 0.1009, 0.0574, 0.0645, 0.0363, -0.2871, -0.6918, 0.0564, 0.0537, 0.0498], "homo_ev": [-2.814, -2.784], "fmax_ev_per_a": 3.68, "e_above_lowest_ev": 6.245, "lumo_energy_ev": [0.023, 0.015], "charge": 0, "multiplicity": 1, "gap_ha": [0.1043, 0.1029], "energy_ev": -38595.474}

***

(2)
{"formula": "C16H34P2W", "method": "ωB97M-V/def2-TZVPD", "elements": ["P", "P", "C", "C", "H", "H", "H", "H", "C", "H", "H", "H", "C", "H", "H", "H", "C", "H", "H", "H", "C", "H", "H", "H", "W", "C", "C", "C", "C", "C", "C", "C", "C", "C", "H", "H", "H", "H", "H", "H", "H", "H", "H", "H", "H", "H", "H", "H", "H", "C", "H", "H", "H"], "coordinates": [[-1.8805, 2.4559, -0.0812], [-1.8936, -1.8204, -1.8290], [-2.2409, 1.2379, -1.5622], [-2.8701, -0.2485, -1.7863], [-1.2691, 1.0993, -1.9468], [-2.7661, 1.8606, -2.2597], [-3.8216, -0.5710, -0.8970], [-3.4479, -0.1323, -2.7203], [-1.2068, -1.6819, -3.4989], [-0.2743, -2.2655, -3.5520], [-1.0887, -0.6079, -3.7585], [-1.9128, -2.1383, -4.2167], [-2.8104, -3.3677, -1.5789], [-3.5987, -3.5079, -2.3479], [-3.2047, -3.4205, -0.5384], [-2.0494, -4.1424, -1.8052], [-1.4320, 4.0549, -0.7851], [-0.6997, 4.5633, -0.1400], [-2.3076, 4.7251, -0.7765], [-1.0533, 3.9996, -1.8240], [-3.2269, 2.5422, 1.1267], [-3.7026, 1.4918, 1.4362], [-3.9568, 3.2549, 0.7434], [-2.8494, 2.9138, 2.0909], [-3.0961, 0.3610, 0.2529], [-5.5216, -1.3553, -0.8243], [-5.3948, -1.0395, -2.1621], [-5.9557, 0.1659, -2.8335], [-6.3271, 1.3767, -1.9254], [-5.3686, 1.6891, -0.7925], [-5.5759, 1.1748, 0.4878], [-6.6614, 0.1814, 0.8629], [-6.7756, -0.9880, -0.0850], [-0.6986, 1.4359, 0.8648], [-4.9258, -2.1390, -0.3356], [-4.9427, -1.7581, -2.8488], [-6.8705, -0.1063, -3.3899], [-5.2834, 0.5662, -3.6142], [-6.3913, 2.2851, -2.5643], [-7.3729, 1.2778, -1.5705], [-4.7161, 2.5652, -0.9572], [-5.4409, 1.7968, 1.3993], [-7.6582, 0.6490, 0.9728], [-6.3921, -0.1849, 1.8626], [-7.0860, -1.8785, 0.4760], [-7.5934, -0.8459, -0.8085], [-1.2645, 0.4799, 1.1836], [-0.4107, 1.9963, 1.7767], [0.2146, 1.1858, 0.2814], [-1.0025, -1.5004, -0.2524], [-0.7447, -2.4065, 0.3006], [-1.6129, -0.9815, 0.5809], [-0.0559, -0.9732, -0.4797]], "lowdin_charge": [0.7947, 0.9127, -0.3521, -0.4773, 0.0638, 0.0767, -0.0028, 0.0807, -0.1528, 0.0743, 0.0755, 0.0869, -0.1600, 0.0761, 0.0785, 0.0855, -0.1496, 0.0804, 0.0779, 0.0805, -0.2982, -0.0186, 0.0695, 0.0976, 0.8185, -0.1625, -0.1741, -0.1669, -0.1437, -0.0950, -0.2185, -0.1796, -0.1821, -0.2126, 0.0877, 0.1037, 0.1369, 0.1158, 0.1308, 0.1272, 0.0914, 0.1065, 0.1406, 0.1197, 0.1311, 0.1243, -0.0025, 0.0892, 0.0813, -0.2030, 0.0807, -0.0198, 0.0747], "homo_ev": [-12.019, -12.881], "fmax_ev_per_a": 2.89, "e_above_lowest_ev": 7.932, "lumo_energy_ev": [-6.460, -6.302], "charge": 2, "multiplicity": 3, "gap_ha": [0.2043, 0.2418], "energy_ev": -37518.692}

***

(3)
{"formula": "C16H35BIN2O6", "method": "ωB97M-V/def2-TZVPD", "elements": ["C", "O", "C", "C", "C", "C", "O", "B", "I", "C", "N", "O", "C", "C", "C", "C", "N", "C", "C", "O", "C", "O", "H", "H", "H", "H", "H", "H", "H", "H", "H", "H", "H", "H", "H", "H", "H", "H", "H", "H", "H", "H", "H", "H", "H", "H", "H", "H", "H", "C", "C", "C", "O", "H", "H", "H", "H", "H", "H", "H", "H"], "coordinates": [[0.2579, 2.4418, 0.1353], [0.3992, 2.7992, -1.2152], [-0.2728, 1.9054, -2.0898], [0.4181, 0.5407, -2.2272], [-0.5156, -0.6819, -2.2213], [-1.5326, -0.7389, -1.0730], [-2.7756, -1.1610, -1.5969], [-2.9441, -2.5979, -1.3813], [-1.9790, -3.9091, -3.0182], [-4.5371, -2.9061, -1.3044], [-4.9907, -4.3022, -1.4419], [-2.2363, -2.8183, -0.1234], [-1.2620, -1.7923, 0.0711], [0.0808, -2.5190, 0.1026], [1.3288, -1.6813, 0.4473], [2.4604, -1.8345, -0.5651], [2.8957, -3.2355, -0.7243], [-1.5901, -1.2212, 1.4594], [-2.9269, -0.5191, 1.4821], [-3.4317, -0.4918, 2.8422], [-4.6686, 0.0066, 2.9474], [-5.3550, -0.1009, 3.9436], [0.6811, 3.2431, 0.7369], [-0.7889, 2.3054, 0.4190], [0.8221, 1.5438, 0.3961], [-0.2416, 2.4018, -3.0576], [-1.3257, 1.8233, -1.8164], [1.2058, 0.4345, -1.4861], [0.9261, 0.5461, -3.1918], [-1.0811, -0.7192, -3.1471], [0.0970, -1.5783, -2.2030], [-1.6201, 0.2339, -0.5939], [-5.0118, -2.3058, -2.0792], [-4.8760, -2.5445, -0.3307], [-4.2626, -4.9413, -1.1685], [-5.2489, -4.5124, -2.3900], [-0.0469, -3.2780, 0.8727], [0.2223, -3.0734, -0.8213], [1.7340, -2.0282, 1.4019], [1.0856, -0.6315, 0.6046], [2.1180, -1.4923, -1.5386], [3.3200, -1.2405, -0.2579], [2.4924, -3.8209, -0.0079], [2.5709, -3.5928, -1.6080], [-1.6357, -2.0622, 2.1486], [-0.8047, -0.5462, 1.8069], [-3.6287, -0.9841, 0.7979], [-2.8049, 0.5172, 1.1557], [-5.0100, 0.5849, 2.0748], [5.6410, 3.6046, 1.2337], [4.1525, 3.9151, 1.2811], [3.8927, 5.3581, 1.6871], [3.4975, 3.0266, 2.1862], [6.0901, 3.7434, 2.2215], [5.8040, 2.5675, 0.9412], [6.1599, 4.2525, 0.5255], [3.7079, 3.7280, 0.3031], [4.2916, 5.5496, 2.6876], [2.8216, 5.5583, 1.7161], [4.3588, 6.0570, 0.9909], [3.8718, 3.1744, 3.0596]], "lowdin_charge": [-0.1109, -0.1852, -0.2155, -0.1509, -0.1348, -0.2479, -0.0330, -1.2129, 0.6319, -0.2392, -0.0588, -0.0300, -0.4011, -0.1230, -0.1798, -0.2865, -0.0022, -0.0735, -0.1528, -0.0048, -0.3515, 0.0505, 0.0808, 0.0838, 0.0701, 0.1172, 0.1163, 0.0839, 0.1091, 0.1120, 0.0698, 0.1113, 0.0939, 0.0816, 0.0235, 0.0313, 0.1212, 0.0826, 0.1092, 0.0801, 0.0855, 0.0968, 0.0560, 0.0568, 0.1338, 0.1201, 0.1180, 0.1206, 0.1458, -0.0653, -0.5014, -0.0646, -0.0558, 0.0784, 0.0793, 0.0775, 0.1378, 0.0786, 0.0764, 0.0779, 0.0818], "homo_ev": -4.873, "fmax_ev_per_a": 2.39, "lumo_energy_ev": 2.227, "charge": -1, "multiplicity": 1, "gap_ha": 0.2609, "energy_ev": -41206.055}

***

(4)
{"formula": "C16H35Cl8N7O3PS", "method": "ωB97M-V/def2-TZVPD", "elements": ["C", "C", "C", "N", "N", "C", "C", "C", "C", "C", "O", "C", "N", "C", "N", "S", "C", "C", "N", "N", "P", "N", "O", "O", "H", "H", "H", "H", "H", "H", "H", "H", "H", "H", "H", "H", "H", "H", "H", "H", "H", "H", "H", "H", "H", "H", "H", "H", "H", "H", "H", "C", "Cl", "Cl", "H", "H", "C", "Cl", "Cl", "H", "H", "C", "Cl", "Cl", "H", "H", "C", "Cl", "Cl", "H", "H"], "coordinates": [[-4.6940, 0.7542, -1.9729], [-3.3638, 0.0338, -1.6787], [-3.4830, -0.7807, -0.3995], [-2.2968, -1.5991, -0.0414], [-1.1231, -1.2431, -0.6455], [-0.2951, -0.2331, -0.4191], [-0.5362, 0.8282, 0.5849], [-0.2915, 2.2245, 0.0034], [-0.6791, 3.3389, 0.9697], [0.3963, 3.6524, 2.0306], [1.3655, 2.6198, 2.1206], [1.5209, 2.0491, 3.4067], [0.7686, -0.3063, -1.1934], [0.6358, -1.4064, -1.9291], [1.6166, -1.8179, -2.7642], [2.9172, -0.7365, -3.0575], [1.6762, -3.1366, -3.4001], [1.8336, -4.2663, -2.3989], [2.4337, -4.1877, -1.2957], [-0.5514, -2.0376, -1.6687], [-1.3562, -3.5275, -2.2522], [-0.8966, -4.8108, -1.6067], [-2.9072, -3.2443, -2.1479], [-1.1546, -3.3550, -3.8262], [-5.4018, 0.6035, -1.1557], [-4.5346, 1.8262, -2.0500], [-5.1700, 0.3959, -2.8833], [-2.5859, 0.7921, -1.5645], [-3.0827, -0.6053, -2.5175], [-4.3120, -1.4843, -0.4947], [-3.7305, -0.1034, 0.4222], [-2.1368, -1.6261, 0.9575], [0.1617, 0.6539, 1.4080], [-1.5490, 0.7482, 0.9855], [0.7621, 2.2936, -0.2681], [-0.8571, 2.3244, -0.9256], [-1.6361, 3.1088, 1.4447], [-0.8490, 4.2363, 0.3726], [-0.0697, 3.7976, 3.0080], [0.9070, 4.5811, 1.7671], [2.1657, 2.6593, 4.0413], [1.9866, 1.0714, 3.2805], [0.5559, 1.9114, 3.9053], [3.5819, -0.9853, -1.9187], [2.5832, -3.1282, -4.0064], [0.8729, -3.3062, -4.1123], [1.3929, -5.2210, -2.6791], [2.7963, -3.2471, -1.1256], [-0.1504, -4.7876, -0.9259], [-3.3009, -2.8822, -2.9503], [-1.0696, -2.4391, -4.1325], [-0.4926, -2.1172, -6.9902], [-0.9749, -0.7432, -5.9603], [1.2425, -2.4088, -6.9194], [-1.0080, -3.0044, -6.6419], [-0.7702, -1.8768, -8.0088], [3.0359, 2.1876, 7.6476], [1.4630, 2.4921, 6.8945], [4.0903, 1.2116, 6.6206], [3.5185, 3.1407, 7.8236], [2.8718, 1.6530, 8.5750], [-3.6121, 4.8347, -2.1049], [-2.1401, 4.1336, -2.7923], [-4.0705, 4.0714, -0.5742], [-3.4397, 5.8877, -1.9219], [-4.4184, 4.6854, -2.8123], [7.2112, -0.8204, 8.4318], [7.4874, -2.2472, 9.4332], [6.3738, 0.4687, 9.3051], [8.1705, -0.4386, 8.1056], [6.5955, -1.1094, 7.5885]], "lowdin_charge": [-0.0816, -0.2263, -0.1815, 0.0315, -0.0550, -0.2394, -0.0805, -0.1851, -0.1652, -0.1985, -0.2178, -0.1284, 0.2056, -0.3781, -0.4127, 0.8915, -0.2193, -0.2514, 0.1247, 0.0690, 0.4994, -0.0783, -0.1039, -0.1639, 0.0800, 0.0169, 0.0781, 0.0881, 0.0881, 0.1199, 0.1196, 0.1468, 0.1298, 0.1170, 0.1234, 0.0670, 0.1005, 0.0988, 0.1177, 0.1239, 0.0608, 0.0886, 0.0777, -0.1094, 0.1003, 0.0638, 0.1064, 0.0441, 0.0118, 0.0940, 0.0051, -0.9766, 0.5389, 0.5650, 0.0234, 0.0329, -1.0083, 0.5247, 0.4916, 0.0287, 0.0265, -0.9859, 0.5278, 0.5380, 0.0289, 0.0281, -1.0337, 0.5118, 0.4844, 0.0245, 0.0157], "homo_ev": -11.890, "fmax_ev_per_a": 0.50, "lumo_energy_ev": -2.424, "charge": 1, "multiplicity": 1, "gap_ha": 0.3479, "energy_ev": -154029.368}